20
Properties=species:S:1:pos:R:3:forces:R:3 method="wB97M-V/def2-TZVPD" charge=0 homo_energy_ev=-8.01 lumo_ev=0.5 smiles=Oc1cc(O)c2ccccc2c1 gap_ev=8.523
C -1.15316 -1.64786 1.11329 0.4 -1.0 -0.7
C -1.05579 -1.93814 -0.31165 1.6 1.1 -1.4
C -0.25286 -1.17785 -1.20041 -3.5 -1.8 2.5
C 0.14811 0.00152 -0.65720 4.3 2.6 2.2
C 0.97805 0.95435 -1.35936 -1.5 -2.1 -4.0
C 1.30873 2.15159 -0.91950 1.2 1.3 1.4
C 1.05018 2.39919 0.41586 -1.1 0.3 0.8
C 0.36380 1.50926 1.19492 2.7 1.0 -0.9
C 0.17005 0.19740 0.75468 -3.4 0.6 1.9
C -0.51999 -0.61711 1.76095 0.7 0.4 -2.6
H -2.18211 -3.25265 1.33599 0.2 0.5 0.3
H -1.55612 -2.70782 -0.87234 -0.5 -0.8 0.8
H 0.60571 -0.61951 -2.55203 -0.7 -1.2 -1.7
H 1.19636 0.81294 -2.48101 -0.3 0.0 1.5
H 1.85792 2.92312 -1.42402 0.1 -0.2 -0.7
H 1.35473 3.32414 0.82697 0.1 1.0 0.4
H 0.22070 1.83831 2.18731 -0.4 -0.3 1.1
H -0.60704 -0.29729 2.83412 0.1 -0.7 -1.4
O -1.83975 -2.51516 1.87103 -1.1 -1.1 0.3
O -0.08750 -1.33842 -2.51758 1.2 0.5 0.3

8
Properties=species:S:1:pos:R:3:forces:R:3 method="wB97M-V/def2-TZVPD" charge=0 homo_energy_ev="-9.25 / -9.19" lumo_ev="-1.2 / -1.2" gap_ev="8.018 / 7.977"
C -0.64240 0.56625 0.32872 -0.9 0.0 1.3
C -0.14253 -0.27401 1.43091 3.9 -0.5 -1.1
F -1.77035 1.22204 0.77665 -0.8 0.2 -0.2
I -1.47666 -1.71923 2.14912 0.6 0.3 -0.1
I 1.06943 0.88181 2.85097 -0.9 -0.7 -0.4
H -0.81352 -0.00145 -0.53303 -0.9 -1.0 -1.2
H 0.03335 1.30383 0.06494 1.7 1.5 -0.4
H 1.34935 -0.77091 0.27589 -2.7 0.4 2.1

Values of energy relative to the best compared isomer or geometry (same formula, charge and spin), in order: 53.5, 77.0, all in kcal per mole.